[1]
Entry from the OMol25 dataset: an isolated ion of composition C6H16N4OP and charge +1 in a non-equilibrium geometry (wB97M-V/def2-TZVPD).

## Properties
- energy (a.u.) = -873.46904
- highest occupied orbital energy (eV) = -12.4
- charge = +1
- orbital gap (eV) = 7.8

XYZ file:
```
28
C6H16N4OP, DFT wB97M-V/def2-TZVPD
C 3.25364 0.24868 0.49004
C 2.45184 0.47505 -0.81876
C 1.01948 0.91134 -0.53281
N 0.23660 -0.09392 0.22797
C -0.61626 0.29235 1.37955
C -1.97553 -0.11941 0.87923
P -2.68444 1.09824 -0.33402
N -2.38786 2.56890 0.08064
N -1.60852 -1.31296 0.05491
O -1.97954 -2.56215 0.63197
C -0.31350 -1.15366 -0.34584
N 0.28969 -2.00593 -1.20742
H 2.63103 0.47278 1.35010
H 4.11203 0.90417 0.51219
H 3.58082 -0.78106 0.54324
H 2.45247 -0.43796 -1.39820
H 2.92498 1.25879 -1.39632
H 0.53483 1.14486 -1.47688
H 1.07637 1.83087 0.03310
H -0.48843 1.28418 1.78153
H -0.37600 -0.44879 2.14158
H -2.70747 -0.37818 1.62884
H -4.04352 0.76211 -0.44572
H -2.00639 0.73644 -1.51665
H -3.22039 3.13000 0.19088
H -1.21151 -3.14171 0.59865
H 0.98885 -2.64052 -0.86654
H 0.06670 -2.04253 -2.18526
```



[2]
Entry from the OMol25 dataset: an isolated ion of composition C6H16N6 and charge +2 in a non-equilibrium geometry (wB97M-V/def2-TZVPD).

## Properties
- energy (a.u.) = -566.12993
- highest occupied orbital energy (eV) = -17.3
- charge = +2
- ΔE to the lowest compared entry with this formula, charge and spin (kcal/mol) = 32.03
- orbital gap (eV) = 9.7

XYZ file:
```
28
C6H16N6, DFT wB97M-V/def2-TZVPD
C 0.43195 -2.06933 1.06224
C 2.19775 -0.88824 0.00919
C -0.58636 -1.15805 0.57693
C 0.19640 0.32835 0.28079
C -2.12265 0.75300 -1.17157
C -0.32713 2.41725 -1.24047
N 1.44477 0.08917 -0.22541
N 1.70703 -2.04663 0.72089
N 0.03273 -2.94024 1.96359
N 3.46557 -1.01831 -0.39575
N 0.01099 1.15826 1.43760
N -0.66999 1.01404 -1.04143
H -0.95163 -1.47837 -0.39349
H -1.48133 -1.10832 1.39118
H -2.69221 1.68466 -0.87858
H -2.34417 0.43076 -2.24094
H -2.64149 -0.03435 -0.51156
H -0.52941 3.16051 -0.39669
H 0.76781 2.30670 -1.40783
H -0.66142 2.75401 -2.20878
H 2.37868 -2.79240 0.78673
H -0.93649 -3.15029 2.09322
H 0.71941 -3.66948 2.05042
H 3.85640 -0.33154 -0.93338
H 4.04511 -1.66599 0.03199
H 0.74029 1.64821 1.79722
H -0.82801 1.59622 1.32601
H -0.27885 0.42016 -1.73121
```